An isolated ion of composition C3H6O3P and charge -1 at a distorted geometry. Source: OMol25; level of theory: ωB97M-V/def2-TZVPD.

CARTESIAN COORDINATES (ANGSTROEM)
C  0.362  -0.740  0.023
C  -1.104  -0.607  -0.029
C  1.266  0.442  -0.019
O  2.568  -2.240  -0.145
O  0.424  -3.513  -0.205
O  0.751  -1.495  -1.924
P  1.160  -2.246  -0.497
H  -1.351  -1.592  -0.640
H  -1.665  0.315  -0.479
H  -1.413  -0.806  0.938
H  2.230  -0.029  -0.111
H  0.936  0.949  0.959
H  0.966  1.301  -0.685

## Properties
Total charge: -1
E_HOMO in Eh: -0.161
E_LUMO in eV: 3.83
Relative energy (zero: lowest compared OMol25 entry of this formula, charge and spin) in kcal/mol: 51.6
Spin multiplicity: 1
Frontier orbital gap in eV: 8.226